The following is a quantum chemistry calculation of a molecular structure, CH12Na5O9 in a non-equilibrium geometry, from OMol25.

Values from the calculation:
2S+1 = 1
electronic energy = -1532.2601 Ha
energy relative to the best compared isomer or geometry (same formula, charge and spin) = 26.9699 eV
orbital gap = 0.2810 Eh
total charge = +3

Element x y z (Å)
Na 0.2819 -2.8374 0.4936
Na 2.3434 -1.5605 -0.3067
Na -2.1581 0.7286 0.0790
Na 1.3950 0.6615 1.8188
Na -2.0823 -1.6340 -0.9501
C -0.0359 -0.3393 -0.0186
O 0.0241 0.6398 0.7464
O 0.9150 -1.1035 -0.0718
O -1.0715 -0.4020 -0.7222
O 2.0478 0.7551 -0.7892
H 2.6006 0.7427 -0.0079
H 1.2457 0.3058 -0.5228
O 0.1642 2.4285 -0.2714
H -0.7754 2.6108 -0.2831
H 0.2394 1.5845 0.1738
O -0.1384 -2.4035 -1.5008
H 0.0979 -1.6211 -1.0026
H 0.3299 -2.3104 -2.3304
O -1.2035 1.3205 1.9677
H -0.4590 0.9181 1.5204
H -1.1541 2.2465 1.7303
O -0.7258 -1.2967 2.1173
H -0.1499 -0.5881 1.8300
H -1.5895 -1.0544 1.7830
O -0.3172 0.8697 -2.0761
H -0.4504 0.3086 -1.3121
H 0.6263 1.0301 -2.0944

Cartesian forces, eV/Å:
-1.13 -4.23 2.39
16.82 -5.13 -3.65
-5.26 5.38 2.15
6.12 1.68 5.51
-8.30 -9.20 -3.12
-4.60 0.78 2.67
6.11 -10.82 -10.94
-10.60 3.65 4.72
4.46 -2.15 5.83
1.80 0.23 -0.44
1.07 0.89 -0.21
2.84 2.15 -1.51
0.41 4.51 -0.64
-0.01 0.99 -0.49
0.50 4.33 -2.22
-0.56 -2.73 -1.86
0.08 -1.58 -2.78
-0.21 -0.42 -1.00
-7.09 3.55 6.75
-4.37 2.72 6.24
-0.19 0.88 0.68
0.52 -1.87 -0.17
-1.03 -0.77 1.39
-0.60 0.29 1.03
1.90 1.54 -3.71
1.22 4.08 -5.38
0.11 1.25 -1.25